Here is C32H25ClCsN5P as an isolated structure from the OMol25 dataset. Energies are from ωB97M-V/def2-TZVPD.

The geometry in XYZ format:
```
65
C32H25ClCsN5P (ωB97M-V/def2-TZVPD)
Cs -0.165 0.830 0.444
Cl 2.788 0.377 0.343
P 1.219 -2.350 0.407
N 1.241 5.851 0.368
N -2.380 2.634 0.388
N -2.862 -0.155 0.525
N -2.365 4.031 0.374
N 0.013 3.850 0.388
C 0.879 -5.104 -0.224
C 0.227 8.057 0.344
C 0.108 6.670 0.360
C -1.129 6.043 0.367
C 0.225 -6.736 1.419
C -3.163 -1.449 0.608
C 0.155 -5.739 2.383
C 0.438 -4.424 2.038
C 3.840 -3.469 0.650
C 1.122 4.518 0.382
C -0.362 -2.371 -1.864
C 3.734 -1.109 0.507
C 0.949 -2.214 -1.404
C 3.057 -2.324 0.521
C 0.814 -4.096 0.736
C -2.178 8.211 0.343
C -5.502 -1.028 0.500
C 5.858 -2.158 0.719
C -0.920 8.820 0.336
C -5.203 0.325 0.434
C 5.223 -3.392 0.750
C -2.279 6.837 0.358
C 0.341 -1.937 -4.120
C -1.192 4.566 0.377
C -4.463 -1.935 0.591
C 1.946 -1.907 -2.325
C -3.875 0.723 0.441
C -3.570 2.181 0.393
C 0.584 -6.417 0.114
C -0.664 -2.247 -3.211
C 1.642 -1.765 -3.675
C 5.108 -0.998 0.593
H 5.574 -0.023 0.561
H -0.843 9.899 0.323
H -1.682 -2.393 -3.551
H 6.936 -2.093 0.792
H -3.239 6.343 0.363
H 0.368 -3.647 2.791
H -6.531 -1.361 0.488
H -5.988 1.068 0.374
H -0.126 -5.984 3.399
H 2.065 3.976 0.386
H 0.638 -7.193 -0.639
H 5.803 -4.300 0.847
H 3.357 -4.437 0.675
H 1.162 -4.864 -1.243
H -3.074 8.817 0.336
H -4.412 2.872 0.383
H -1.151 -2.624 -1.164
H -2.325 -2.133 0.706
H 2.429 -1.528 -4.380
H -4.645 -2.999 0.660
H 0.000 -7.761 1.682
H 2.159 6.262 0.362
H 0.108 -1.833 -5.172
H 1.205 8.524 0.338
H 2.971 -1.787 -1.997
```

Values from the calculation:
relative energy (zero: lowest compared OMol25 entry of this formula, charge and spin) = 12.4 kJ/mol
max |F| = 1.4 eV/Å
HOMO-LUMO gap = 7.87 eV
total charge = +1
LUMO level = -2.65 eV

Atom charges from the Mulliken analysis, given in e for atoms 1 to 4: number 1, Cs, carries 1.3134; number 2, Cl, carries -0.2160; number 3, P, carries 0.2258; number 4, N, carries 0.0428

---

Here is a 4-piece molecular cluster, C2H14N2O3 overall from the OMol25 dataset. Energies are from ωB97M-V/def2-TZVPD.

The geometry in XYZ format:
```
21
C2H14N2O3 (ωB97M-V/def2-TZVPD)
O -0.749 -1.137 0.145
O 2.776 -0.324 2.387
O 0.115 -4.514 0.585
N -1.232 1.395 -1.036
N 1.238 1.115 -1.105
C -2.287 2.284 -0.591
C 0.059 1.991 -0.917
H -1.142 -1.377 0.996
H -1.753 0.597 -1.500
H -0.188 -3.714 0.127
H -2.483 2.420 0.484
H 0.298 2.293 0.089
H -1.107 -0.298 -0.195
H -1.917 3.286 -0.828
H 0.985 0.368 -0.426
H 1.073 -4.543 0.552
H -3.208 2.039 -1.070
H 2.448 0.587 2.434
H 0.008 2.855 -1.621
H 2.004 -0.839 2.136
H 1.144 0.595 -1.976
```

Values from the calculation:
SMILES = CNCN.O.O.O
relative energy (zero: lowest compared OMol25 entry of this formula, charge and spin) = 207.5 kJ/mol
max |F| = 4.4 eV/Å
HOMO-LUMO gap = 9.54 eV
LUMO level = 0.45 eV

Atom charges from the natural (NBO) analysis, given in e for atoms 1 to 4: number 1, O, carries -1.0001; number 2, O, carries -0.9348; number 3, O, carries -0.9538; number 4, N, carries -0.7302

---

| no. | calculated total energy (eV) |
| --- | --- |
| 1 | -63395.3136 |
| 2 | -11422.2765 |